{"formula": "C45H64O39", "method": "ωB97M-V/def2-TZVPD", "homo_ev": -10.113, "lumo_ev": -0.35, "largest_force_ev_per_a": 7.0, "e_tot_ev": -127552.580, "total_charge": 0, "orbital_gap_ev": 9.8, "symbols": ["C", "C", "O", "C", "O", "O", "H", "H", "H", "H", "C", "C", "O", "C", "O", "O", "H", "H", "H", "H", "C", "C", "O", "C", "O", "O", "H", "H", "H", "H", "C", "C", "O", "C", "O", "O", "H", "H", "H", "H", "C", "C", "O", "C", "O", "O", "H", "H", "H", "H", "C", "C", "O", "C", "O", "O", "H", "H", "H", "H", "C", "C", "O", "C", "O", "O", "H", "H", "H", "H", "C", "C", "C", "O", "C", "O", "O", "H", "H", "H", "H", "H", "H", "C", "C", "C", "O", "C", "O", "O", "H", "H", "H", "H", "H", "H", "C", "C", "C", "O", "C", "O", "O", "H", "H", "H", "H", "H", "H", "C", "C", "C", "O", "C", "O", "O", "H", "H", "H", "H", "H", "H", "C", "C", "C", "O", "C", "O", "O", "H", "H", "H", "H", "H", "H", "C", "C", "C", "O", "C", "O", "O", "H", "H", "H", "H", "H", "H"], "positions_angstrom": [[3.80904, 4.73733, 2.29517], [2.61284, 4.22917, 1.61006], [1.60373, 5.20956, 1.84598], [2.21891, 6.29961, 2.38064], [1.64928, 7.35762, 2.65905], [3.53573, 6.11024, 2.40480], [4.73329, 4.48966, 1.77313], [3.96971, 4.31018, 3.28503], [2.32455, 3.29805, 2.09794], [2.90155, 4.11519, 0.56519], [-1.10558, 0.42623, -5.01532], [0.31767, -0.09202, -5.20645], [0.36330, -0.72891, -6.43918], [-0.86611, -0.83615, -6.94060], [-1.16931, -1.41857, -7.98839], [-1.73193, -0.17554, -6.18524], [-1.23520, 1.50391, -4.91582], [-1.53185, -0.12120, -4.17465], [0.48051, -0.78836, -4.38384], [1.09848, 0.66703, -5.25442], [0.65919, 1.77300, 4.85467], [-0.15737, 2.78404, 3.92101], [-1.11866, 3.20506, 4.83489], [-1.25278, 2.37239, 5.83959], [-2.16418, 2.43054, 6.60388], [-0.34499, 1.42885, 5.83997], [1.46650, 2.16822, 5.47125], [0.75680, 0.87859, 4.23936], [-0.53832, 2.36141, 2.99130], [0.49577, 3.59108, 3.58905], [3.22290, -1.14691, 1.92844], [4.18427, -1.86445, 2.83807], [4.10845, -1.13849, 4.01746], [3.47991, -0.02752, 3.82716], [3.42459, 0.79916, 4.69019], [2.93812, 0.02562, 2.65105], [2.34153, -1.77983, 1.82496], [3.66324, -0.92673, 0.95596], [5.19591, -1.84273, 2.43283], [3.87384, -2.89191, 3.02801], [1.76649, -3.03052, 5.27324], [0.79062, -2.11314, 5.98578], [-0.15211, -1.86117, 5.00688], [0.21767, -2.27289, 3.83971], [-0.35173, -2.09972, 2.75560], [1.35744, -2.96737, 3.92540], [1.74148, -4.06593, 5.61294], [2.79190, -2.66628, 5.33616], [1.19342, -1.15115, 6.30267], [0.31486, -2.57530, 6.85074], [-6.12009, 0.99396, -1.04452], [-4.83325, 0.74707, -0.20545], [-3.95860, 0.07936, -1.10536], [-4.45486, 0.00286, -2.29354], [-3.83701, -0.48271, -3.24040], [-5.74270, 0.47933, -2.34388], [-6.40788, 2.04071, -1.14248], [-6.85734, 0.29670, -0.64653], [-5.00998, 0.05880, 0.62107], [-4.38935, 1.63029, 0.25389], [-4.61538, -1.34713, 4.58853], [-3.35369, -1.29401, 3.78681], [-3.70449, -2.03938, 2.66209], [-5.07406, -2.19575, 2.57303], [-5.75509, -2.83356, 1.78747], [-5.60913, -1.71369, 3.62610], [-4.80044, -0.39254, 5.08109], [-4.54825, -1.99818, 5.46015], [-2.63073, -1.84644, 4.38702], [-2.86528, -0.35405, 3.52987], [-1.74359, 4.87882, -0.07688], [-2.38533, 6.09825, 0.75524], [-2.28103, 6.02002, 2.31466], [-1.89011, 7.23575, 2.68138], [-1.35772, 7.87914, 1.66779], [-0.65493, 8.86320, 1.91987], [-1.72767, 7.25879, 0.47272], [-2.44781, 4.06648, 0.10277], [-0.79812, 4.53398, 0.34178], [-1.58010, 5.07517, -1.13651], [-3.44312, 6.23464, 0.53034], [-1.51295, 5.26825, 2.49632], [-3.23965, 5.87087, 2.81154], [-2.22636, -3.69191, -3.22365], [-2.11164, -3.92007, -4.70688], [-1.68972, -5.32024, -5.17381], [-2.71831, -5.70883, -6.05150], [-3.61317, -4.71295, -6.16922], [-4.54742, -4.68328, -6.94180], [-3.36019, -3.69385, -5.33036], [-1.27844, -3.63785, -2.68829], [-2.81932, -4.41056, -2.65792], [-2.70410, -2.71616, -3.13553], [-1.38342, -3.27528, -5.19886], [-1.73342, -6.02842, -4.34636], [-0.72339, -5.26916, -5.67552], [3.83352, -0.60379, -3.00357], [3.75893, -1.52751, -1.78325], [3.44656, -2.87320, -2.06695], [4.37598, -3.67635, -1.34504], [5.32234, -2.98038, -0.92388], [6.33994, -3.41698, -0.30015], [5.03763, -1.69176, -1.18894], [4.28407, 0.34831, -2.72318], [2.81667, -0.34864, -3.30192], [4.36661, -0.97904, -3.87712], [3.06179, -1.12026, -1.05095], [3.54087, -3.12027, -3.12438], [2.42615, -3.17282, -1.82803], [2.52648, -5.66008, 1.17823], [1.11675, -6.07917, 0.90650], [0.03186, -5.13904, 1.29793], [-0.83926, -5.23263, 0.18352], [-0.32850, -6.01250, -0.76974], [-0.78928, -6.23127, -1.87550], [0.97013, -6.20748, -0.46057], [2.91636, -4.87642, 0.52863], [3.17546, -6.49999, 0.93027], [2.78966, -5.39947, 2.20337], [0.87900, -6.99215, 1.45242], [0.47757, -4.14843, 1.38815], [-0.44921, -5.54866, 2.18612], [3.04152, 3.07457, -4.14120], [2.18240, 4.15030, -3.39958], [1.21081, 4.96872, -4.15408], [-0.09857, 4.41445, -3.81929], [0.02170, 3.38859, -3.05901], [-0.93559, 2.69041, -2.65791], [1.28793, 3.28328, -2.66896], [2.52687, 2.21588, -4.57233], [3.79148, 2.67415, -3.45905], [3.59928, 3.55306, -4.94623], [2.66324, 4.72553, -2.60837], [1.55594, 5.03244, -5.18604], [1.24008, 6.00777, -3.82603], [-0.73216, -1.43560, -0.78540], [-0.81172, 0.10711, -0.97030], [-0.94036, 0.90375, 0.37905], [0.41626, 1.07825, 0.74609], [1.20511, 1.10124, -0.38026], [2.36482, 1.49810, -0.46127], [0.48507, 0.56294, -1.42898], [-0.47152, -1.80523, -1.77714], [-1.74121, -1.76733, -0.54071], [-0.02114, -1.71499, -0.00791], [-1.47341, 0.38434, -1.79092], [-1.40823, 0.17601, 1.04208], [-1.39141, 1.88685, 0.24426]], "atomic_forces_ev_per_a": [[1.40, -0.46, 1.19], [-0.30, -1.32, -0.23], [0.11, 0.03, 0.28], [-2.05, 3.64, -0.22], [1.66, -3.51, -0.57], [0.87, 0.88, 0.47], [-0.04, 0.65, -0.31], [-0.30, 0.12, 0.31], [-0.29, -0.21, -0.68], [-1.00, -0.13, -0.23], [-0.06, -1.50, -0.51], [0.64, 0.95, 1.24], [0.51, -0.97, -0.73], [-1.51, -1.29, -3.40], [1.13, 1.47, 3.04], [-0.84, 0.96, 0.45], [-0.22, -0.22, -0.41], [-0.30, 0.62, 0.12], [0.61, -0.16, -0.15], [-0.09, 0.08, 0.44], [-1.84, -0.14, -1.08], [2.63, -0.56, 0.95], [-0.68, 1.89, -1.39], [-1.96, -0.39, 1.06], [-0.23, 0.08, 0.55], [1.04, -0.69, -0.31], [0.41, -0.12, -1.03], [1.12, 0.00, 0.48], [-0.47, -0.46, 0.35], [-0.21, 0.35, 0.33], [-0.16, -1.10, -0.77], [0.77, -1.29, -1.07], [1.49, -1.88, 1.39], [0.05, 1.69, 2.12], [-0.41, 0.73, -0.13], [-1.31, 1.20, -1.78], [-0.39, 0.48, -0.22], [-0.16, 0.27, 0.16], [0.12, -0.12, 0.22], [0.17, 0.00, -0.04], [1.19, -0.24, 0.77], [0.79, -0.04, 1.53], [-2.51, 1.19, 0.03], [-0.77, -0.34, -4.25], [1.10, -0.06, 2.73], [0.28, -0.18, -0.69], [-0.16, 0.03, 0.00], [-0.04, -0.07, 0.06], [0.29, -0.09, -0.01], [-0.04, -0.02, -0.11], [1.08, -1.14, 0.02], [-0.67, -0.10, 0.62], [1.10, 0.65, 2.14], [-0.21, -1.21, -4.10], [-1.62, 1.27, 2.00], [1.06, 0.04, 0.11], [-0.18, -0.28, 0.12], [-0.54, 0.65, -0.17], [-0.19, -0.07, -0.08], [0.26, 0.17, -0.55], [-0.30, 1.74, 1.05], [0.99, -0.90, 1.11], [-0.51, -0.86, -2.49], [0.05, -2.88, -1.82], [2.28, 1.46, 0.19], [-1.38, 1.89, 3.62], [-0.63, 0.25, -0.52], [-0.29, -0.82, -0.57], [0.41, -0.03, -0.47], [-0.60, 0.28, -0.11], [-1.04, 0.91, 1.72], [-0.45, -2.47, -0.23], [-1.26, -3.25, -1.61], [0.67, 1.90, 1.45], [2.67, 3.67, 0.55], [-2.33, -2.63, -2.52], [2.09, 3.06, 0.73], [-0.06, -0.25, -0.54], [0.18, 0.38, 0.23], [-0.46, 0.14, 0.13], [-0.08, -0.22, -0.58], [-0.09, -0.23, 0.78], [0.13, -0.87, -0.13], [-0.10, 0.78, 0.33], [1.01, -0.38, 0.04], [-0.34, -0.17, 1.17], [-0.44, 0.11, -0.88], [-2.15, 0.56, -1.78], [1.44, -0.57, 1.19], [0.09, -0.39, 0.01], [0.21, -0.10, -0.37], [-0.14, -0.23, -0.47], [-0.07, 0.11, 0.29], [-0.08, 0.72, 0.39], [0.60, -0.02, 0.00], [-0.10, -0.41, -0.01], [-0.32, 0.53, 0.50], [0.86, 3.05, -0.07], [-2.14, -4.02, -2.06], [-3.27, -3.50, -1.20], [5.95, 0.76, 3.62], [-3.89, 2.07, -2.43], [2.01, 1.57, 0.93], [0.07, -0.07, 0.16], [-0.13, -0.11, -0.07], [0.07, -0.43, 0.27], [0.19, 0.40, 0.10], [0.31, -0.08, -0.11], [0.08, -0.12, 0.38], [1.39, -0.42, 0.01], [1.03, -0.20, 1.67], [0.37, 0.26, 0.03], [-1.94, 0.04, 0.19], [0.51, 1.41, -3.04], [0.33, -0.04, 2.52], [-0.03, -1.61, -1.38], [-0.53, 0.31, -0.09], [0.05, -0.16, 0.06], [-0.50, 0.01, 0.15], [0.40, -0.68, -0.44], [-0.82, 0.33, 0.21], [-0.24, 0.80, 0.06], [1.06, 1.64, -0.04], [-0.08, -3.12, 0.98], [-0.02, 1.60, -0.28], [0.05, 2.30, -3.17], [-1.92, -2.51, 2.79], [2.80, 1.85, -1.19], [-0.48, -1.28, 1.50], [-0.60, 0.41, 0.21], [-0.14, 0.04, 0.14], [0.11, 0.02, -0.15], [0.68, -0.11, -0.46], [-1.20, -0.57, -0.51], [-0.39, -0.07, 0.23], [-0.63, 1.65, -0.50], [0.86, -0.13, 0.38], [-0.26, -1.55, -1.79], [1.47, 0.58, -0.33], [0.62, -0.17, -1.08], [-2.80, -1.10, 0.56], [1.59, 0.66, 1.24], [0.14, -0.37, 0.23], [0.09, -0.31, 0.09], [-0.01, -0.04, -0.03], [-0.30, 0.03, 0.51], [-0.17, 0.70, 0.58], [-0.32, -0.21, 0.21]], "mulliken_charge": [-0.520, 0.823, 0.007, 0.455, -0.558, -0.368, 0.423, 0.231, -0.392, -0.148, 0.776, 0.838, -0.445, 0.595, -0.616, -0.372, 0.137, -0.393, -0.259, -0.438, 0.757, 0.682, -0.342, 0.570, -0.612, -0.394, 0.378, -0.629, -0.279, -0.311, 1.162, -0.327, -0.418, 0.223, -0.598, 0.091, -0.722, -0.126, 0.445, 0.071, -0.382, -0.384, -0.299, 0.199, -0.042, -0.223, 0.386, 0.256, 0.202, 0.367, -0.331, 0.302, 0.131, 0.298, -0.500, -0.411, 0.287, 0.335, -0.247, 0.122, -0.515, 0.595, -0.049, 0.544, -0.599, -0.361, 0.373, 0.254, -0.274, 0.003, -0.605, 0.258, -0.015, -0.334, 0.592, -0.554, -0.381, 0.162, -0.033, 0.297, 0.296, -0.095, 0.339, -0.681, 0.943, -0.167, -0.349, 0.543, -0.594, -0.298, -0.032, 0.347, 0.061, -0.270, 0.196, 0.304, -1.847, 2.570, -0.304, -0.341, 0.634, -0.667, -0.489, 0.331, 0.250, 0.483, -1.084, 0.267, 0.212, -1.373, 0.514, 0.913, -0.326, 0.597, -0.588, -0.348, 0.162, 0.467, 0.280, 0.168, -0.718, 0.230, -1.025, 0.258, -0.686, -0.367, 0.270, -0.411, 0.178, 0.105, 0.223, 0.549, 0.380, 0.316, 0.332, 0.021, 0.063, 0.567, 1.011, -0.274, -0.632, 0.729, -0.316, 0.624, -0.616, 0.008, -0.097, -0.570]}